Below is a 2-piece molecular cluster, C3H8OP2 overall at a distorted geometry, with properties calculated with ωB97M-V with the def2-TZVPD basis set.

orbital gap	8.55	eV
SMILES string	[H]/P=C(/C)O.C=P
ΔE to the lowest compared entry with this formula, charge and spin	1.1710	eV
max |F|	0.0746	hartree/bohr
LUMO energy	0.386	eV

```
14
Properties=species:S:1:pos:R:3:forces:R:3:lowdin_charge:R:1
H 2.17534 -0.11295 0.66066 -0.037 0.382 -0.979 -0.12
P 1.53824 0.59118 -0.46251 -0.791 -1.111 1.055 0.81
C 0.20539 -0.50242 -0.41670 3.076 0.736 0.780 -0.82
C -1.04717 -0.23383 -1.09411 -1.947 -2.927 1.541 -0.14
O 0.30837 -1.67305 0.30380 -1.203 0.446 -0.993 -0.07
H -1.82342 -0.03679 -0.29966 0.541 -0.139 -0.753 0.11
H -1.01819 0.55930 -1.74308 0.166 1.876 -1.559 0.04
H -1.35627 -1.17414 -1.62405 -0.082 0.801 0.127 0.10
H -0.39052 -2.23645 -0.08296 0.345 -0.079 0.660 0.10
C 0.30647 0.71102 2.92819 2.539 0.026 0.665 -0.53
P -0.38423 2.20112 2.76487 0.436 -0.294 -0.311 0.73
H -0.07295 -0.25420 3.26875 -0.356 0.371 -0.498 0.00
H 1.42391 0.72191 2.88204 -0.872 -0.254 0.020 -0.02
H -1.58807 1.57162 2.85485 -1.815 0.165 0.245 -0.19
```
Positions in Å, forces in eV/Å.



Below is one molecule with the formula C3H8OS, with properties calculated with ωB97M-V with the def2-TZVPD basis set.

orbital gap	10.12	eV
SMILES string	OCCCS
ΔE to the lowest compared entry with this formula, charge and spin	0.2356	eV
max |F|	0.0172	hartree/bohr
LUMO energy	0.915	eV

```
13
Properties=species:S:1:pos:R:3:forces:R:3:lowdin_charge:R:1
O 2.09132 -0.85167 -0.99006 -0.575 -0.287 0.320 -0.08
C 1.34700 -0.28681 0.10397 0.666 -0.213 -0.542 -0.27
C -0.14155 -0.28313 -0.15677 -0.228 0.248 -0.650 -0.30
C -0.82069 0.87671 0.51310 0.110 0.307 0.620 -0.61
S -2.60909 0.66584 0.67286 -0.146 -0.019 0.248 0.70
H 1.59146 -1.63390 -1.26714 0.355 0.151 -0.043 0.08
H 1.54668 -0.84674 1.02195 0.120 0.089 0.091 0.12
H 1.75733 0.71915 0.21021 -0.183 0.027 0.095 0.12
H -0.33435 -0.16666 -1.22840 0.163 -0.322 -0.048 0.12
H -0.60487 -1.20339 0.18979 0.019 -0.217 -0.067 0.10
H -0.63384 1.81363 -0.00419 0.187 0.027 -0.077 0.07
H -0.37756 0.96739 1.51204 -0.509 0.171 0.088 0.08
H -2.81184 0.22958 -0.57737 0.020 0.039 -0.036 -0.14
```
Positions in Å, forces in eV/Å.



Below is one molecule with the formula C3H8OS at a distorted geometry, with properties calculated with ωB97M-V with the def2-TZVPD basis set.

orbital gap	9.30	eV
SMILES string	CSCCO
ΔE to the lowest compared entry with this formula, charge and spin	0.8649	eV
max |F|	0.0841	hartree/bohr
LUMO energy	0.824	eV

```
13
Properties=species:S:1:pos:R:3:forces:R:3:lowdin_charge:R:1
C -0.38526 -1.61183 -1.04339 2.209 -0.988 0.980 -0.42
S -0.32854 0.15992 -1.51242 -0.531 -0.829 -0.683 0.80
C 0.75687 0.86192 -0.28655 1.598 0.898 -1.517 -0.54
C 0.11808 0.90425 1.04127 2.984 -0.479 3.093 -0.43
O -1.16441 1.31304 1.01076 -1.388 1.807 -0.247 -0.06
H -1.20261 -2.17572 -1.52379 0.424 0.587 0.028 0.03
H 0.63794 -2.06683 -1.31117 -1.625 0.435 -0.017 0.05
H -0.41435 -1.83499 0.06808 -0.428 0.692 -1.097 0.04
H 1.00878 1.90311 -0.64924 -0.654 -0.956 0.211 0.10
H 1.76070 0.38681 -0.26930 -0.635 -0.078 0.136 0.09
H 0.22852 -0.14378 1.53398 -0.090 1.711 -0.510 0.14
H 0.68854 1.70049 1.67378 -0.512 -1.611 -0.693 0.14
H -1.70426 0.60362 1.26799 -1.353 -1.188 0.314 0.07
```
Positions in Å, forces in eV/Å.



Below is a 2-piece molecular cluster, C3H8OS overall, with properties calculated with ωB97M-V with the def2-TZVPD basis set.

orbital gap	10.04	eV
SMILES string	C=CO.CS
ΔE to the lowest compared entry with this formula, charge and spin	1.1095	eV
max |F|	0.0116	hartree/bohr
LUMO energy	0.904	eV

```
13
Properties=species:S:1:pos:R:3:forces:R:3:lowdin_charge:R:1
C 0.49486 -1.07413 0.80009 0.197 0.551 0.104 0.02
C 0.10820 -1.89941 1.75167 0.436 -0.321 0.040 -0.29
O -1.20085 -2.14358 2.08814 -0.261 0.289 0.179 -0.03
H 1.55372 -0.97155 0.59660 -0.038 -0.121 -0.030 0.06
H -0.17257 -0.38391 0.30285 -0.223 -0.186 -0.135 0.03
H 0.84574 -2.50641 2.27997 -0.174 -0.008 -0.008 0.10
H -1.43204 -1.63579 2.87844 0.053 -0.191 -0.161 0.10
C 0.46028 1.80822 -1.76139 0.017 0.314 0.392 -0.50
S -1.24537 2.08026 -1.21341 -0.060 -0.173 0.100 0.62
H 0.71861 2.55707 -2.49654 0.212 0.026 -0.186 0.01
H 0.62757 0.81228 -2.14318 -0.088 -0.223 -0.096 0.02
H 1.08567 1.93880 -0.87596 -0.014 0.035 -0.132 0.02
H -1.84380 1.41815 -2.20729 -0.057 0.009 -0.066 -0.16
```
Positions in Å, forces in eV/Å.



Below is a 2-piece molecular cluster, C3H8OS overall at a distorted geometry, with properties calculated with ωB97M-V with the def2-TZVPD basis set.

orbital gap	9.69	eV
SMILES string	C=O.CCS
ΔE to the lowest compared entry with this formula, charge and spin	1.0527	eV
max |F|	0.0299	hartree/bohr
LUMO energy	0.488	eV

```
13
Properties=species:S:1:pos:R:3:forces:R:3:lowdin_charge:R:1
C -4.23031 0.39340 -0.48124 -0.235 -0.921 0.165 -0.15
O -5.38468 0.08207 -0.38598 -0.188 0.387 -0.046 -0.01
H -3.89149 1.42742 -0.58039 0.060 0.304 -0.053 0.08
H -3.47912 -0.41375 -0.45288 0.365 0.232 -0.066 0.08
C 1.95595 -1.10410 0.31621 1.355 -0.395 -0.100 -0.19
C 2.00020 0.36799 0.61448 -0.463 1.257 0.756 -0.63
S 2.04907 1.44581 -0.88060 0.213 -0.297 0.726 0.67
H 0.98480 -1.46128 -0.00911 -0.113 0.001 0.076 0.07
H 2.34581 -1.68352 1.15691 -0.571 -0.005 0.266 0.07
H 2.69798 -1.34149 -0.45379 -0.290 0.130 -0.229 0.07
H 1.18421 0.69679 1.27246 -0.399 -0.245 -0.569 0.06
H 2.80625 0.70164 1.27222 0.646 -0.406 -0.569 0.06
H 0.96133 0.88901 -1.38829 -0.380 -0.043 -0.357 -0.17
```
Positions in Å, forces in eV/Å.



Below is one molecule with the formula C3H8OS at a distorted geometry, with properties calculated with ωB97M-V with the def2-TZVPD basis set.

orbital gap	9.57	eV
SMILES string	COCSC
ΔE to the lowest compared entry with this formula, charge and spin	0.8336	eV
max |F|	0.0285	hartree/bohr
LUMO energy	0.990	eV

```
13
Properties=species:S:1:pos:R:3:forces:R:3:lowdin_charge:R:1
C 1.79027 0.46941 -0.98773 -0.455 1.022 0.808 -0.09
O 0.46068 0.24067 -0.62214 -0.555 -1.054 -0.826 -0.27
C 0.17400 0.66206 0.63979 -0.472 1.013 0.951 -0.61
S -1.59850 0.56557 0.93154 -0.663 0.225 -0.074 0.82
C -1.98432 -1.10782 0.35151 0.060 -0.573 -0.191 -0.41
H 1.82168 0.21941 -2.03532 0.666 -0.313 -0.170 0.09
H 2.41392 -0.09851 -0.28425 0.491 0.062 -0.654 0.10
H 1.95120 1.56323 -0.85614 0.501 -0.498 -0.194 0.10
H 0.69781 0.18782 1.47008 0.356 -0.746 -0.228 0.09
H 0.46619 1.72088 0.73174 -0.420 0.131 0.155 0.09
H -3.06588 -1.24703 0.13954 0.672 0.521 0.249 0.04
H -1.43143 -1.31943 -0.56908 -0.157 0.172 0.129 0.03
H -1.69563 -1.85627 1.09046 -0.024 0.038 0.045 0.03
```
Positions in Å, forces in eV/Å.



Among the records above, which one has the highest max |F|?
number 3



max |F| of number 5 (C3H8OS)?
0.0299 hartree/bohr



Look up the LUMO energy of the third one.
0.824 eV